1.
A molecular structure, C36H55EuN4OP2 at a distorted geometry, computed with ωB97M-V/def2-TZVPD.

Results
* total charge: +1
* frontier orbital gap (spin up / spin down): 5.50 / 5.52 eV
* LUMO energy (spin up / spin down): -0.089 / -0.090 hartree
* spin multiplicity: 8
* max |F|: 6.2 eV/A

Geometry as XYZ:
```
99
Properties=species:S:1:pos:R:3:forces:R:3:mulliken_spin:R:1
C -1.67198 -1.03336 -2.27701 -0.85 -0.64 -1.61 0.003
C 0.53054 -1.60405 -1.95211 -0.90 -0.86 -1.06 0.111
C -1.66811 -1.70770 -3.50328 -0.11 0.04 0.48 0.004
C 0.54956 -2.50074 -3.05407 -1.00 0.06 0.27 0.002
C -0.57615 -2.50599 -3.86295 0.32 -0.54 -0.02 -0.001
H -2.54592 -1.64099 -4.12132 -0.12 -0.06 -0.23 0.000
H 1.45888 -3.05491 -3.28674 -0.22 0.27 -0.06 0.000
H -0.58945 -3.11419 -4.78872 -0.07 0.51 0.65 0.001
N -0.60815 -1.03754 -1.50030 0.49 0.62 0.50 0.010
P -2.95427 0.20541 -0.11298 -0.17 0.10 -0.16 0.033
P 3.30920 -0.32806 -0.72561 1.12 0.80 0.20 0.388
C -2.92823 -0.26371 -1.89502 0.21 -0.49 -0.28 -0.003
H -2.98244 0.62795 -2.53819 0.04 -0.23 0.31 0.000
H -3.78535 -0.89958 -2.17636 0.27 0.48 0.21 0.000
C 0.29741 2.27434 2.70767 1.46 3.13 1.54 0.020
O 0.71279 3.18209 3.28468 -1.29 -2.91 -1.84 0.002
C 1.75337 -1.02807 -1.52357 -2.00 -5.91 -0.24 0.127
H 2.45484 -1.90886 -1.45156 -0.09 0.86 -1.38 -0.062
C 4.57403 0.25511 -1.87960 1.27 0.57 0.28 0.149
C 3.66926 -0.74858 0.99162 0.48 0.54 0.76 0.200
C -3.58807 1.98111 -0.18822 -0.45 -0.53 0.13 -0.013
C -4.12162 -1.10975 0.61511 -0.11 0.61 -0.11 0.003
C 4.70075 1.77712 -1.73828 0.30 0.37 -0.15 0.067
H 4.88816 2.09076 -0.70629 0.04 -0.10 -0.13 0.005
H 5.55043 2.10688 -2.34825 -0.08 0.09 0.03 0.009
H 3.80903 2.30507 -2.08746 0.06 -0.18 0.03 -0.016
C 5.90890 -0.41746 -1.52991 0.28 0.03 -0.16 0.036
H 6.25086 -0.19862 -0.51627 0.02 -0.03 -0.19 0.004
H 5.84365 -1.50303 -1.65224 0.04 0.12 -0.03 -0.020
H 6.66714 -0.04521 -2.22899 -0.05 -0.07 0.15 -0.002
C 4.26410 -0.10026 -3.34150 -0.21 -0.13 -0.13 0.033
H 5.17074 0.07920 -3.93256 -0.07 -0.01 0.17 0.002
H 3.98516 -1.15285 -3.46399 0.06 0.16 0.02 -0.005
H 3.47686 0.52086 -3.77141 0.14 -0.12 0.19 -0.004
C 4.50077 0.39793 1.57367 0.22 0.09 0.58 -0.009
H 3.95002 1.34580 1.55843 -0.04 -0.23 0.00 -0.006
H 4.73857 0.14752 2.61133 0.11 0.14 0.10 0.000
H 5.44679 0.56140 1.05037 -0.20 -0.12 0.11 0.011
C 2.42267 -0.94170 1.86925 0.17 0.10 0.23 0.026
H 1.92593 0.02094 2.07047 0.37 -0.41 -0.11 0.002
H 1.73265 -1.69641 1.45197 0.16 0.23 -0.01 0.008
H 2.74763 -1.32314 2.84432 0.06 -0.10 -0.13 -0.001
C 4.43854 -2.07083 0.96151 0.19 -0.15 0.10 0.050
H 5.36105 -2.01168 0.38321 -0.10 0.03 0.18 -0.004
H 4.68969 -2.34977 1.98716 0.06 -0.11 -0.01 0.003
H 3.82992 -2.86630 0.52202 -0.02 0.01 0.09 -0.010
C -4.59792 -0.65232 2.00627 -0.11 -0.18 0.02 0.000
H -5.15428 -1.48094 2.47233 0.14 0.22 -0.07 0.000
H -3.75780 -0.40352 2.67181 -0.14 -0.01 -0.18 0.001
H -5.27962 0.20837 1.95179 0.19 -0.27 -0.02 0.000
C -3.27095 -2.38907 0.76867 0.01 0.06 0.01 -0.018
H -2.80504 -2.70475 -0.17575 -0.12 0.10 0.15 -0.001
H -2.47586 -2.26570 1.52263 -0.24 0.07 -0.20 0.014
H -3.92147 -3.20884 1.11037 0.14 0.18 -0.08 0.001
C -5.33891 -1.40801 -0.27492 -0.23 -0.24 0.21 -0.001
H -6.03955 -2.03384 0.30074 0.14 0.12 -0.18 0.000
H -5.88093 -0.50349 -0.57709 0.18 -0.28 0.06 0.000
H -5.07038 -1.98021 -1.17217 -0.08 0.16 0.23 0.000
C -2.61428 2.80625 -1.06002 -0.05 -0.11 0.08 0.001
H -2.67585 2.54731 -2.12454 0.06 0.09 0.28 0.001
H -2.87137 3.87277 -0.96584 0.02 -0.28 -0.01 0.000
H -1.56563 2.69298 -0.74217 -0.21 -0.02 -0.08 0.007
C -3.59458 2.57120 1.23516 -0.10 0.05 -0.07 -0.004
H -2.58477 2.59292 1.67269 -0.15 -0.02 -0.14 0.004
H -3.95803 3.60780 1.18329 0.10 -0.21 0.07 0.000
H -4.24959 2.01762 1.91891 0.17 0.17 -0.19 0.002
C -5.00050 2.01177 -0.78054 -0.20 0.62 0.02 0.002
H -5.05226 1.55249 -1.77692 0.05 0.06 0.26 0.000
H -5.73593 1.52784 -0.12394 0.23 0.10 -0.15 0.000
H -5.31177 3.06264 -0.88894 -0.02 -0.22 -0.04 0.000
Eu -0.23637 0.00431 0.93933 -0.06 -0.50 -0.17 5.075
N 1.52326 0.95421 -0.08939 -0.06 0.39 0.75 0.904
C 1.72778 0.35530 -1.33179 0.24 5.93 0.39 -0.086
C 1.30883 1.36592 -2.46226 0.53 -1.39 -0.97 -0.058
C 1.06855 2.74961 -2.34211 0.22 -0.20 0.92 -0.014
C 1.14126 0.79383 -3.72342 -0.29 0.23 -1.08 0.016
C 0.68990 3.50694 -3.45776 0.00 -0.02 0.96 0.002
H 1.18476 3.22132 -1.33922 -0.04 -0.40 -0.93 -0.008
C 0.69762 1.55530 -4.82702 0.19 -1.01 0.60 -0.007
H 1.38570 -0.27059 -3.88970 -0.29 0.77 0.20 -0.001
C 0.47608 2.90938 -4.68388 -0.21 0.22 -0.69 0.008
H 0.52684 4.57355 -3.33473 0.03 -0.11 -0.02 0.000
H 0.51276 1.04481 -5.77148 0.12 0.21 0.12 0.000
H 0.13154 3.49955 -5.54078 0.18 -0.19 0.38 0.001
C -0.91765 0.50830 6.88233 -0.11 0.31 0.83 0.000
C -0.83102 -0.32709 5.67221 -0.08 -0.50 -0.20 0.002
C -0.67687 -1.68531 5.48788 0.14 -1.01 1.03 -0.001
C -0.61925 -1.92644 4.11171 -0.21 2.23 -0.12 0.004
N -0.73109 -0.73480 3.45159 -0.16 -0.79 0.75 -0.003
N -0.89263 0.18934 4.44669 0.11 0.66 -1.00 0.003
C -0.48075 -3.21880 3.42241 0.16 -0.91 -0.36 0.006
H -1.94611 0.85470 7.06843 0.30 -0.11 -0.07 0.000
H -0.60220 -0.08056 7.75241 -0.11 0.21 -0.21 0.000
H -0.26770 1.39412 6.82274 -0.18 -0.28 -0.04 0.000
H -0.60453 -2.44392 6.28452 -0.03 0.60 -0.59 0.000
H -1.02532 1.18234 4.21926 0.08 -1.03 0.18 -0.001
H 0.21870 -3.17145 2.57074 -0.28 0.01 0.27 -0.002
H -0.09327 -3.97085 4.12879 -0.13 0.27 -0.33 0.000
H -1.45166 -3.59042 3.05264 0.36 0.16 0.12 0.001
```
Positions in Å, forces in eV/Å.

---

2.
9 unconnected molecules or ions with the total composition C36H56Cl17FNO2 at a distorted geometry, computed with ωB97M-V/def2-TZVPD.

Results
* total charge: +1
* frontier orbital gap: 6.68 eV
* LUMO energy: -0.153 hartree
* max |F|: 3.0 eV/A

Geometry as XYZ:
```
113
Properties=species:S:1:pos:R:3:forces:R:3:mulliken_charge:R:1
C -0.53718 -5.05285 -2.27201 -0.05 1.25 0.14 -0.763
C -1.37821 -3.86995 -1.65166 -1.28 1.66 1.01 0.551
C -0.72611 -2.57199 -1.51785 -2.08 -0.07 0.77 -0.841
C -1.43268 -1.39088 -0.96508 -1.02 -1.84 -0.19 0.644
C -2.84764 -1.43527 -0.54383 1.73 -2.11 -0.81 0.783
C -3.60681 -0.16082 0.01844 0.81 -0.54 -1.51 -1.029
C -2.96456 1.06348 -0.71954 0.39 1.57 -0.51 -0.151
C -3.52770 1.50095 -1.99400 1.57 -0.45 1.97 -0.725
N -2.95753 2.55227 -2.67747 0.79 -0.58 1.54 0.175
C -1.84309 3.25141 -2.22854 0.90 0.45 1.32 0.232
C -1.30312 4.38053 -3.16251 -1.24 -0.64 -0.85 -0.966
C -0.47302 3.68537 -4.32304 0.17 -0.42 -0.14 -0.680
C 1.08142 3.61940 -4.02934 -0.72 0.73 0.35 -0.117
Cl 1.63632 1.88477 -3.95560 -0.11 1.10 -0.27 -0.163
C -1.18834 2.91951 -0.96530 -1.95 -2.09 0.28 1.526
C 0.07858 3.62117 -0.39584 -0.22 -0.05 -0.62 0.271
C -0.04534 5.18719 -0.21454 1.67 -0.49 1.42 0.114
C 0.55092 5.54331 1.21726 0.56 -0.17 -1.04 -1.305
F 0.89113 5.76466 -1.14594 -1.33 -0.17 0.42 -0.355
C -1.78489 1.78988 -0.19169 -0.69 0.18 -2.38 -0.257
C -1.23590 1.29450 1.19151 -0.13 0.59 0.01 0.321
O -1.98857 1.38645 2.12340 0.80 -0.23 -0.34 -0.629
O 0.04904 0.83365 1.28799 -1.87 0.64 -1.09 0.046
C -3.51734 -2.75791 -0.67350 1.86 0.03 -0.49 -0.785
C -2.83167 -3.94819 -1.18661 2.16 1.99 -0.38 -0.818
H -0.94231 -5.29232 -3.29174 0.29 -0.15 1.08 0.355
H -0.43085 -5.94866 -1.60535 -0.51 0.76 -0.72 0.260
H 0.51385 -4.67401 -2.43484 -1.17 -0.34 0.19 0.058
H 0.34482 -2.44931 -1.83296 -1.19 -0.16 0.35 0.298
H -0.81185 -0.46591 -0.88882 -0.80 -0.86 -0.16 -0.427
H -4.67847 -0.23940 -0.30147 0.94 0.12 0.48 0.650
H -3.54130 -0.08573 1.13082 -0.07 0.09 -1.04 0.393
H -4.40269 0.95333 -2.41311 0.86 0.80 0.15 0.543
H -3.36183 2.81232 -3.58346 0.25 -0.02 0.51 0.384
H -0.77871 5.21344 -2.63545 -0.27 -1.01 -0.36 0.323
H -2.20886 4.84923 -3.65800 0.89 -0.41 0.63 0.468
H -0.86464 2.62898 -4.41237 0.53 1.08 -0.04 0.407
H -0.67371 4.16048 -5.32284 0.26 -0.22 1.10 0.332
H 1.66430 4.21003 -4.78780 -0.47 -0.95 0.72 0.417
H 1.25496 4.08721 -3.01855 0.09 -0.60 -1.14 -0.019
H 0.39020 3.18642 0.59866 -0.67 0.28 -1.11 -0.098
H 0.93501 3.37387 -1.09311 -0.86 0.50 0.68 -0.534
H -1.07424 5.59773 -0.36736 0.96 -0.30 -0.17 0.403
H 0.20765 4.82313 2.00118 -0.06 0.91 -0.57 0.283
H 0.41116 6.62143 1.47929 -0.10 -1.05 -0.10 0.387
H 1.66528 5.37274 1.10646 -1.15 0.18 0.18 0.330
H 0.40016 0.83282 0.36698 0.41 -0.25 0.57 -0.107
H -4.57857 -2.84226 -0.34507 0.95 0.01 -0.33 0.365
H -3.33532 -4.94054 -1.27386 0.31 1.13 0.23 0.353
Cl 4.19809 -3.57451 -2.44565 -0.07 0.03 0.09 -0.066
C 4.65238 -4.75008 -3.70670 0.12 -0.11 -0.20 -0.390
C 3.44803 -5.30134 -4.43484 0.08 0.06 -0.13 -0.518
Cl 2.45143 -6.34847 -3.39210 0.07 -0.06 -0.01 -0.176
H 5.23430 -5.54211 -3.23691 -0.13 0.05 0.04 0.309
H 5.29933 -4.22356 -4.40937 -0.08 0.02 0.03 0.183
H 3.77280 -5.91312 -5.27686 0.05 0.02 0.09 0.371
H 2.81225 -4.50350 -4.81810 0.03 -0.03 0.11 0.311
Cl -6.99767 0.61319 2.53169 0.06 -0.03 -0.13 -0.182
C -6.77019 2.37671 2.41634 0.01 0.18 -0.09 -0.429
C -7.00234 2.88892 1.01358 -0.32 0.14 0.23 -0.724
Cl -5.73390 2.33819 -0.11648 -0.11 0.16 0.02 -0.052
H -5.76639 2.61252 2.76899 -0.05 -0.07 -0.06 0.358
H -7.48536 2.83306 3.09869 0.00 -0.04 -0.12 0.384
H -6.97926 3.97881 1.00844 0.08 -0.07 0.03 0.362
H -7.96650 2.56682 0.62181 0.13 -0.08 0.00 0.365
Cl 2.17163 0.50955 -1.03354 -0.10 -0.27 0.11 -0.055
C 3.30936 1.53642 -0.11347 0.31 0.28 0.20 0.562
C 4.49028 1.96698 -0.95084 -0.01 0.11 -0.05 -0.562
Cl 5.55900 0.59951 -1.35072 -0.16 -0.02 0.07 -0.217
H 3.62387 0.98103 0.76901 0.00 -0.04 -0.14 -0.121
H 2.75331 2.41221 0.21751 0.04 -0.04 -0.05 -0.377
H 5.09120 2.68790 -0.39570 -0.10 -0.08 0.09 0.469
H 4.17267 2.43263 -1.88423 -0.01 -0.13 0.03 0.236
Cl -6.17815 1.09271 8.74772 -0.03 0.02 -0.01 -0.180
C -6.34849 0.15012 7.24657 0.00 -0.09 -0.05 -0.489
C -6.01416 0.96632 6.01867 0.17 -0.22 -0.03 -0.296
Cl -7.21907 2.24489 5.71273 0.00 0.05 0.19 -0.188
H -7.36546 -0.23852 7.20429 0.05 0.12 0.00 0.331
H -5.66349 -0.69487 7.32425 0.02 0.09 -0.06 0.312
H -6.00625 0.32359 5.13786 -0.08 0.01 0.07 0.192
H -5.03590 1.43860 6.10531 -0.12 0.04 0.09 0.316
Cl 2.20640 2.59581 2.93376 -0.06 0.36 0.07 -0.145
C 3.13457 1.27933 3.69963 0.16 -0.15 0.04 0.571
C 4.30603 1.79217 4.50352 -0.11 0.00 0.11 -0.510
Cl 5.57312 2.49331 3.46377 -0.03 0.03 -0.07 -0.187
H 3.45401 0.59317 2.90843 -0.20 0.72 0.39 -0.920
H 2.44268 0.74588 4.35224 0.03 0.05 -0.03 0.470
H 4.76546 0.96912 5.05190 -0.06 -0.02 -0.10 0.341
H 3.99938 2.55193 5.22195 0.03 0.00 -0.12 0.376
Cl -4.32213 -6.13649 2.37784 -0.02 0.00 -0.05 -0.190
C -2.79305 -6.33706 3.27120 0.11 -0.01 0.12 -0.499
C -1.69958 -5.44038 2.73741 0.01 0.03 0.26 -0.338
Cl -1.16662 -5.92762 1.10852 0.05 -0.01 0.04 -0.119
H -2.50854 -7.38758 3.22404 -0.03 0.09 -0.10 0.339
H -2.99971 -6.08636 4.31214 0.03 0.06 -0.07 0.342
H -0.82424 -5.49707 3.38553 -0.07 -0.06 -0.06 0.238
H -2.02112 -4.39993 2.68955 -0.04 -0.10 -0.08 0.228
Cl 1.72402 -4.10334 3.36213 0.03 0.05 0.06 -0.201
C 1.75610 -3.08117 1.90343 -0.04 0.09 -0.20 0.091
C 3.16034 -2.65863 1.53094 -0.10 -0.23 -0.24 -0.151
Cl 3.85997 -1.51689 2.71539 0.15 -0.77 -0.19 -0.177
H 1.11180 -2.21949 2.07996 0.09 -0.03 0.05 -0.013
H 1.32251 -3.67102 1.09425 0.08 0.00 0.01 0.097
H 3.14802 -2.14542 0.56825 -0.05 0.02 0.07 -0.037
H 3.83024 -3.51413 1.45254 -0.05 0.07 0.11 0.448
Cl 6.58862 -1.55721 -4.68578 -0.03 -0.04 -0.04 -0.170
C 7.66705 -0.41568 -3.84349 0.12 0.24 0.07 -0.289
C 8.78276 0.07999 -4.73535 -0.02 0.08 0.03 -0.461
Cl 9.95057 -1.20627 -5.12867 -0.02 -0.01 -0.03 -0.184
H 8.05510 -0.91085 -2.95381 0.00 -0.05 -0.12 0.320
H 7.04950 0.42419 -3.52361 0.09 -0.07 -0.14 0.149
H 9.33965 0.86734 -4.22629 -0.06 -0.07 0.05 0.315
H 8.39797 0.48405 -5.67125 -0.01 -0.12 0.05 0.326
```
Positions in Å, forces in eV/Å.